Formula: C29H26BIN3O4V
Source: the Open Molecules 2025 dataset
Level of theory: ωB97M-V with the def2-TZVPD basis set

Its calculated total energy is -77620.852 eV. The expectation value of S² is 2.028. The calculation puts the HOMO energy (spin up / spin down) at -7.43 / -8.17 eV. The energy above the lowest of the compared OMol25 structures with the same formula, charge and spin comes out at 298.0 kJ/mol.

```
! RIJCOSX wB97M-V def2-TZVPD def2/J DEFGRID3
* xyz 0 3
V -0.49 1.88 0.09
N 5.15 -6.19 -1.71
C 4.45 -5.31 -1.51
C 3.59 -4.21 -1.26
C 2.22 -4.31 -1.49
C 1.41 -3.22 -1.25
C 1.94 -2.04 -0.75
C 3.31 -1.95 -0.51
C 4.13 -3.02 -0.77
C 1.07 -0.86 -0.49
C 0.88 -0.49 0.84
C 1.29 -1.20 1.99
C 0.83 -0.49 3.09
C 0.15 0.62 2.59
N 0.16 0.63 1.25
C 0.54 -0.18 -1.59
C 0.66 -0.49 -2.97
C 0.01 0.51 -3.66
C -0.49 1.40 -2.71
N -0.18 0.99 -1.47
H 1.81 -5.23 -1.87
H 0.34 -3.28 -1.44
H 3.72 -1.03 -0.13
H 5.20 -2.95 -0.60
H 1.84 -2.12 2.00
H 0.93 -0.76 4.12
H -0.35 1.41 3.14
H 1.15 -1.36 -3.37
H -0.09 0.60 -4.72
H -1.06 2.30 -2.86
C -2.87 -2.57 -0.31
C -3.38 -1.16 0.00
C -4.70 -0.92 -0.74
O -2.42 -0.24 -0.54
B -2.10 0.69 0.41
O -2.74 0.47 1.58
C -3.44 -0.79 1.53
C -2.66 -1.77 2.42
C -4.84 -0.62 2.11
H -2.94 -2.74 -1.39
H -3.46 -3.33 0.20
H -1.83 -2.66 -0.03
H -4.52 -1.01 -1.81
H -5.06 0.09 -0.55
H -5.45 -1.65 -0.46
H -1.66 -1.93 2.03
H -3.18 -2.72 2.50
H -2.57 -1.34 3.41
H -5.37 0.21 1.65
H -4.75 -0.42 3.17
H -5.41 -1.53 1.98
I 5.85 6.10 -0.74
C 3.89 5.40 -0.34
C 3.07 6.12 0.51
C 1.81 5.63 0.82
C 1.37 4.44 0.25
C 2.20 3.74 -0.62
C 3.46 4.22 -0.91
C 0.04 3.84 0.62
O -0.23 3.56 1.79
O -0.76 3.57 -0.33
H 3.41 7.05 0.95
H 1.17 6.17 1.50
H 1.87 2.80 -1.06
H 4.11 3.66 -1.58
*
```

---

Formula: C29H54O20P4
Source: the Open Molecules 2025 dataset
Level of theory: ωB97M-V with the def2-TZVPD basis set

Its calculated total energy is -109047.739 eV. Its SMILES is O=C1C=CC(=O)C(COc2ccccc2)=C1CCCCO.COP(=O)(OC)OC.COP(=O)(OC)OC.COP(=O)(OC)OC.COP(=O)(OC)OC. The calculation puts the HOMO energy at -8.82 eV. The energy above the lowest of the compared OMol25 structures with the same formula, charge and spin comes out at 0.0 kJ/mol.

```
! RIJCOSX wB97M-V def2-TZVPD def2/J DEFGRID3
* xyz 0 1
O -2.94 -0.36 4.57
C -2.21 -0.53 3.61
C -1.37 -1.78 3.57
C -0.35 -1.83 2.71
C -0.09 -0.67 1.77
O 0.94 -0.69 1.12
C -1.10 0.45 1.62
C -0.89 1.42 0.47
O -0.44 2.73 0.85
C 0.54 2.70 1.82
C 0.32 3.29 3.06
C 1.27 3.25 4.07
C 2.49 2.60 3.87
C 2.74 2.04 2.63
C 1.79 2.09 1.63
C -2.12 0.49 2.49
C -3.25 1.51 2.43
C -3.22 2.60 3.54
C -3.74 3.95 2.99
C -2.96 4.55 1.82
O -3.66 5.76 1.44
H -1.55 -2.65 4.21
H 0.29 -2.71 2.63
H -1.85 1.53 -0.05
H -0.22 0.94 -0.27
H -0.60 3.82 3.29
H 1.06 3.70 5.04
H 3.25 2.52 4.65
H 3.69 1.55 2.40
H 1.99 1.65 0.65
H -3.29 1.91 1.41
H -4.18 0.94 2.57
H -3.95 2.28 4.30
H -2.26 2.67 4.08
H -3.80 4.73 3.76
H -4.77 3.79 2.63
H -1.93 4.84 2.05
H -2.93 3.91 0.92
H -3.50 5.85 0.49
C 4.49 -3.15 -3.86
O 3.60 -2.13 -4.30
P 1.91 -2.40 -4.16
O 1.67 -1.73 -5.49
O 1.78 -1.30 -2.97
C 2.47 -1.49 -1.73
O 0.30 -2.84 -3.96
C -0.36 -3.45 -5.07
H 5.16 -3.42 -4.68
H 5.09 -2.78 -3.02
H 3.94 -4.03 -3.54
H 3.44 -0.99 -1.77
H 2.62 -2.55 -1.51
H 1.88 -1.06 -0.93
H 0.30 -4.15 -5.59
H -0.70 -2.68 -5.77
H -1.23 -3.99 -4.70
C 3.92 -5.23 -6.66
O 4.37 -6.23 -5.72
P 4.07 -7.85 -6.07
O 3.74 -8.30 -4.69
O 5.64 -8.14 -6.42
C 6.31 -7.35 -7.39
O 3.62 -9.20 -6.94
C 2.35 -9.79 -6.62
H 3.28 -4.51 -6.14
H 4.78 -4.69 -7.05
H 3.36 -5.66 -7.49
H 6.82 -6.52 -6.90
H 5.62 -6.95 -8.14
H 7.05 -7.97 -7.89
H 1.60 -9.02 -6.43
H 2.46 -10.43 -5.75
H 2.04 -10.39 -7.47
C -1.00 0.71 -5.71
O -1.86 1.31 -4.71
P -1.35 2.71 -3.94
O -1.86 2.41 -2.57
O -2.42 3.63 -4.76
C -2.42 3.62 -6.19
O -0.50 4.08 -3.52
C 0.33 3.93 -2.36
H -0.81 -0.33 -5.43
H -1.49 0.73 -6.68
H -0.04 1.23 -5.79
H -3.14 2.88 -6.54
H -1.43 3.38 -6.59
H -2.71 4.60 -6.54
H 0.84 2.97 -2.35
H -0.28 4.03 -1.46
H 1.07 4.73 -2.37
C -0.42 2.37 9.33
O -1.18 3.46 8.76
P -2.86 3.32 8.67
O -3.05 3.96 7.34
O -3.07 4.39 9.88
C -2.42 4.19 11.13
O -4.40 2.74 8.94
C -5.04 2.07 7.86
H 0.33 2.04 8.60
H 0.09 2.71 10.23
H -1.06 1.51 9.58
H -1.47 4.71 11.15
H -2.25 3.12 11.33
H -3.06 4.59 11.92
H -4.35 1.43 7.32
H -5.48 2.80 7.18
H -5.84 1.45 8.27
*
```

---

Formula: C8H16ClIO7SSi
Source: the Open Molecules 2025 dataset
Level of theory: ωB97M-V with the def2-TZVPD basis set

Its calculated total energy is -62226.339 eV. Its SMILES is O=C(I)C[Si@H](S)Cl.COC(=O)OC.COC(=O)OC. The calculation puts the HOMO energy at -9.81 eV.

```
! RIJCOSX wB97M-V def2-TZVPD def2/J DEFGRID3
* xyz 0 1
O 2.77 3.72 6.06
C 2.49 4.25 5.03
I 3.32 6.20 4.55
C 1.67 3.67 3.93
Si -0.17 3.98 4.15
S -0.63 5.51 5.55
Cl -0.97 2.27 4.95
H 1.99 4.07 2.97
H 1.84 2.59 3.93
H -0.78 4.21 2.83
H -0.60 6.54 4.70
C 0.86 -0.45 -1.23
O -0.15 -1.00 -0.37
C -0.58 -0.17 0.58
O -0.19 0.95 0.77
O -1.52 -0.80 1.29
C -2.09 0.00 2.33
H 1.09 -1.23 -1.94
H 0.48 0.43 -1.74
H 1.74 -0.18 -0.65
H -2.61 0.86 1.90
H -1.32 0.35 3.01
H -2.80 -0.63 2.85
C 0.20 -3.77 -6.88
O -0.23 -3.03 -5.73
C -0.32 -3.76 -4.62
O -0.08 -4.93 -4.53
O -0.72 -2.96 -3.63
C -0.87 -3.61 -2.37
H 0.22 -3.06 -7.70
H 1.18 -4.20 -6.73
H -0.51 -4.57 -7.11
H 0.09 -4.02 -2.04
H -1.60 -4.41 -2.42
H -1.19 -2.84 -1.67
*
```